(1)
Here is 6 unconnected molecules or ions with the total composition C5H25N2O5 in a non-equilibrium geometry from the Open Molecules 2025 dataset. Energies are from ωB97M-V with the def2-TZVPD basis set.

Geometry as XYZ:
```
37
Properties=species:S:1:pos:R:3:forces:R:3:mulliken_charge:R:1
N 0.5228 0.6914 -0.2146 0.9513 1.3424 -0.3266 0.144
C -0.9402 0.4544 -0.3959 0.7538 0.3335 1.7020 0.575
C -1.6926 1.7773 -0.5136 -0.0640 -0.6084 -1.1442 -1.307
C -1.4143 -0.3938 0.8433 -0.4866 1.4913 -0.9761 -1.028
N -0.3327 -1.1355 1.4429 -0.7947 -1.8764 2.2796 0.277
C -0.1260 -0.6635 2.8845 0.2039 0.4695 -1.2691 -1.100
C -0.5215 -2.6085 1.5483 0.6753 -0.5036 -0.1249 -0.970
H 1.0444 -0.1640 -0.0262 -0.2845 -0.2505 -0.0763 0.179
H 0.9533 1.1369 -1.0426 -0.2164 -0.3617 -0.1637 0.555
H 0.8038 1.3552 0.5227 -0.4920 0.0002 0.1055 0.167
H -0.9301 -0.0887 -1.3309 -0.6857 -0.3618 0.1315 0.125
H -2.7375 1.6326 -0.2397 0.0455 0.0650 0.1079 0.440
H -1.2597 2.5842 0.0591 0.0684 0.0373 0.3970 0.159
H -1.6753 2.0734 -1.5655 -0.0492 0.2072 0.1172 0.368
H -1.9031 0.2253 1.6081 0.4340 0.5038 -0.3246 0.299
H -2.2820 -0.8545 0.3939 0.1338 -1.2550 0.3395 0.324
H 0.1505 -1.4235 3.6153 0.3506 -0.3048 -0.6080 0.412
H 0.6940 0.0554 2.7823 -0.4381 0.3333 0.8171 0.260
H -1.0731 -0.2730 3.2777 0.4022 0.4173 -0.0939 0.380
H 0.4465 -3.0677 1.3505 0.0574 -0.2011 -0.2902 0.306
H -1.2409 -3.0330 0.8604 -0.0947 0.2225 -0.3509 0.256
H -0.7493 -3.0093 2.5491 -0.3926 0.6368 -0.1576 0.316
H 1.9860 3.7870 0.5889 -0.6982 -0.1234 0.3018 0.308
H 0.4848 3.7110 1.0996 0.2220 0.4626 -0.0586 0.310
O 1.3070 3.2244 1.0032 0.4372 -0.3298 -0.1545 -0.646
H 3.0831 -1.7403 -1.0630 0.3422 -0.2246 -0.9750 0.327
H 2.6129 -1.6338 0.3032 0.1392 0.2772 0.5322 0.276
O 3.0306 -1.0867 -0.3738 -0.4987 -0.1606 0.5383 -0.664
H 3.2557 0.8258 -1.3106 -0.9263 -0.3156 -0.1980 0.283
H 3.4091 2.0512 -2.0270 -0.0674 0.9464 -0.6211 0.303
O 2.7086 1.4205 -1.8693 1.1688 -0.5927 0.7972 -0.626
H -2.9003 -2.5555 -2.1203 0.2497 0.1327 -0.0896 0.275
H -3.1718 -2.3534 -0.6766 -0.2735 -0.0828 0.4824 0.287
O -2.5321 -2.1123 -1.3432 -0.1236 -0.2827 -0.6742 -0.586
H -0.1855 -0.2143 -3.4430 0.2354 0.1612 -0.3280 0.308
H 0.9723 0.7482 -3.8792 -0.2799 -0.2111 0.1916 0.287
O 0.2028 0.6573 -3.2980 -0.0046 0.0064 0.1643 -0.580
```
Positions in Å, forces in eV/Å.

Properties
Electronic energy   -18802.03362 eV
Maximum force   3.06 eV Å⁻¹
Lowest unoccupied orbital energy   -2.498 eV
Total charge   +1

(2)
Here is 9 unconnected molecules or ions with the total composition C5H25NO8 in a non-equilibrium geometry from the Open Molecules 2025 dataset. Energies are from ωB97M-V with the def2-TZVPD basis set.

Geometry as XYZ:
```
39
Properties=species:S:1:pos:R:3:forces:R:3:mulliken_charge:R:1
C -1.8809 1.1410 2.4564 0.4377 -0.0879 -0.0261 -0.751
C -1.9443 2.2894 1.8099 0.0074 0.3083 -1.0632 -0.043
C -0.7171 3.0945 1.4273 0.2953 -0.6293 -0.2317 -0.846
N 0.0242 2.4837 0.3352 -0.1765 -0.7585 0.0305 0.011
C 0.2026 3.0597 -0.8942 -0.2835 1.1456 0.2464 0.551
C 0.8194 2.5840 -1.9700 0.6032 -1.2330 -0.4272 -1.248
H -2.7092 0.4710 2.6435 -0.1896 0.2057 -0.0223 0.320
H -0.8903 0.8033 2.7466 -0.0550 -0.0866 0.3921 0.250
H -2.8298 2.6629 1.3022 -0.3533 -0.2646 0.4782 0.304
H -1.0284 4.0665 1.0640 0.0728 0.3178 0.2727 0.350
H -0.0436 3.1897 2.2825 -0.1151 0.2426 0.1197 0.362
H 0.3404 1.5339 0.4811 0.0097 0.1119 -0.1879 0.070
H -0.2257 4.0633 -0.8884 0.3717 0.1069 -0.1719 0.223
H 1.1297 1.5445 -2.0294 0.1065 -0.0587 0.4361 0.241
H 1.2017 3.1195 -2.8262 -0.6955 0.6283 0.0927 0.265
O -2.4256 1.6435 -2.8183 -0.5331 -0.5181 -0.0322 -0.634
H -1.6035 1.5218 -3.3027 0.1906 0.3988 0.2178 0.347
H -2.5079 2.5652 -2.5670 0.3533 0.0479 -0.1380 0.283
O 1.5461 -1.2182 -0.3423 -0.1913 0.5708 -0.1908 -0.414
H 1.1187 -1.6680 -1.0906 0.0848 -0.2594 0.4996 0.313
H 1.6805 -1.9102 0.3148 -0.0326 -0.0153 -0.1919 0.223
O 2.6656 -1.2553 2.1737 0.0738 -0.4810 0.0943 -0.605
H 3.2681 -0.6927 2.6657 -0.1753 0.1288 0.0330 0.275
H 1.7741 -0.9056 2.2571 0.1273 0.2483 0.0858 0.289
O 0.4444 -3.4728 -1.4333 0.7176 0.0881 -0.6535 -0.674
H 0.5655 -4.0529 -0.6681 -0.8564 0.3245 -0.0360 0.291
H -0.4641 -3.2764 -1.6817 -0.0778 -0.4739 0.4307 0.309
O -1.4150 -2.3046 2.0631 -0.6283 0.2247 0.2300 -0.522
H -1.7126 -1.4105 2.2747 0.2977 0.0300 -0.0650 0.242
H -2.2453 -2.7949 2.1098 0.1432 -0.2048 -0.0921 0.264
O 3.4566 -0.8126 -2.5043 0.0494 0.2059 0.1708 -0.668
H 3.3793 -0.4992 -1.5912 -0.0148 -0.1327 -0.1663 0.336
H 2.6397 -1.3086 -2.6069 0.0503 -0.0955 -0.1359 0.308
O -1.1379 -1.0772 -2.5189 0.0447 -0.3331 0.1172 -0.647
H -2.0013 -0.7119 -2.7411 -0.0082 0.1202 0.1014 0.313
H -1.0855 -1.0255 -1.5565 -0.0201 0.2309 -0.0622 0.281
O 0.7362 -3.9090 1.5341 0.5658 -0.3032 -0.3154 -0.569
H 0.2076 -3.6809 2.3042 0.0520 0.2618 -0.0557 0.288
H 1.6676 -3.8506 1.7855 -0.2481 -0.0122 0.2164 0.313
```
Positions in Å, forces in eV/Å.

Properties
Electronic energy   -23459.08470 eV
Maximum force   1.44 eV Å⁻¹
Lowest unoccupied orbital energy   0.070 eV
SMILES string   C=CCNC=C.O.O.O.O.O.O.O.O

ΔE to the lowest compared entry with this formula, charge and spin across the listed records, respectively: 214.2; 337.0 kJ/mol.
Frontier orbital gap across the listed records, respectively: 9.82; 7.88 eV.
Highest occupied orbital energy across the listed records, respectively: -12.323; -7.810 eV.